DFT (ωB97M-V/def2-TZVPD) results for one molecule with the formula C5H12N2 in a non-equilibrium geometry.

Last column: Mulliken charge in e.
Cartesian coordinates (Å):
C: 2.211 -1.311 -0.005  -1.07
C: 1.289 -0.418 0.372  0.62
N: 1.600 0.779 1.012  -0.48
C: -0.185 -0.754 0.232  -0.92
C: -1.110 0.425 -0.055  0.57
C: -0.689 1.220 -1.265  -1.45
N: -2.547 0.093 -0.096  -0.78
H: 3.239 -1.247 0.326  0.29
H: 1.877 -2.307 -0.265  0.27
H: 2.484 0.754 1.496  0.28
H: 0.864 1.113 1.615  0.19
H: -0.451 -1.274 1.148  0.31
H: -0.277 -1.477 -0.581  0.33
H: -1.045 1.111 0.802  0.23
H: -0.694 0.641 -2.201  0.30
H: -1.431 1.984 -1.504  0.41
H: 0.289 1.684 -1.161  0.36
H: -2.667 -0.724 -0.694  0.29
H: -2.759 -0.289 0.827  0.27

HOMO level in eV: -8.28
Largest force on an atom in eV/A: 1.30
HOMO-LUMO gap in Eh: 0.33719
Relative energy (zero: lowest compared OMol25 entry of this formula, charge and spin) in kJ/mol: 82.58



DFT (ωB97M-V/def2-TZVPD) results for one molecule with the formula C5H12N2 in a non-equilibrium geometry.

Last column: Mulliken charge in e.
Cartesian coordinates (Å):
C: -0.106 0.930 1.750  -1.10
C: -0.550 0.517 0.563  0.58
C: 0.379 -0.029 -0.515  -0.24
C: 1.849 -0.131 -0.141  -0.83
N: 2.637 -0.733 -1.211  -0.48
N: -1.881 0.473 0.145  -0.32
C: -2.575 -0.684 -0.411  -0.77
H: 0.926 1.231 1.817  0.26
H: -0.896 1.331 2.382  0.30
H: 0.014 -1.013 -0.801  0.27
H: 0.300 0.708 -1.317  0.14
H: 2.090 -0.665 0.776  0.44
H: 2.199 0.891 0.046  0.35
H: 2.995 -1.636 -0.970  0.19
H: 3.156 -0.148 -1.835  0.17
H: -2.374 0.608 1.026  0.24
H: -3.322 -1.134 0.238  0.30
H: -3.153 -0.388 -1.291  0.26
H: -1.903 -1.468 -0.757  0.27

HOMO level in eV: -8.25
Largest force on an atom in eV/A: 2.94
HOMO-LUMO gap in Eh: 0.34261
Relative energy (zero: lowest compared OMol25 entry of this formula, charge and spin) in kJ/mol: 175.37



DFT (ωB97M-V/def2-TZVPD) results for one molecule with the formula C5H12N2 in a non-equilibrium geometry.

Last column: Mulliken charge in e.
Cartesian coordinates (Å):
C: 1.080 1.067 -1.665  -0.97
C: 1.045 1.495 -0.112  -0.56
C: 0.712 0.284 0.779  -0.87
C: -0.655 -0.333 0.592  0.34
N: -1.774 0.532 0.779  -0.62
C: -0.695 -1.594 -0.109  -0.32
N: -1.548 -2.606 0.599  -0.64
H: 1.773 1.755 -2.206  0.34
H: 1.526 0.066 -1.780  0.24
H: 0.049 1.091 -2.151  0.25
H: 1.926 2.021 0.256  0.38
H: 0.233 2.164 0.055  0.33
H: 0.683 0.760 1.757  0.36
H: 1.402 -0.636 0.877  0.34
H: -1.667 1.126 1.590  0.31
H: -1.740 1.151 -0.045  0.33
H: 0.125 -2.130 -0.658  0.23
H: -1.126 -2.730 1.489  0.26
H: -1.347 -3.485 -0.045  0.28

HOMO level in eV: -7.66
Largest force on an atom in eV/A: 5.17
HOMO-LUMO gap in Eh: 0.30686
Relative energy (zero: lowest compared OMol25 entry of this formula, charge and spin) in kJ/mol: 328.73



DFT (ωB97M-V/def2-TZVPD) results for one molecule with the formula C5H12N2 in a non-equilibrium geometry.

Last column: Mulliken charge in e.
Cartesian coordinates (Å):
C: 2.177 2.240 -0.148  -0.28
N: 1.027 2.077 0.342  -0.44
C: 0.112 1.173 -0.353  -0.51
C: 0.103 -0.136 0.491  -0.79
C: -0.558 -1.297 -0.232  0.37
C: -0.634 -2.516 0.703  -1.42
N: -1.928 -0.983 -0.662  -0.62
H: 2.556 1.755 -1.047  0.24
H: 2.886 2.888 0.356  0.27
H: 0.402 0.993 -1.396  0.41
H: -0.855 1.677 -0.388  0.25
H: -0.349 0.231 1.419  0.32
H: 1.143 -0.401 0.694  0.30
H: 0.052 -1.558 -1.094  0.39
H: -1.612 -2.988 0.640  0.43
H: -0.681 -2.215 1.757  0.32
H: 0.069 -3.342 0.571  0.31
H: -2.041 -0.723 -1.632  0.22
H: -2.430 -0.365 -0.049  0.22

HOMO level in eV: -9.01
Largest force on an atom in eV/A: 1.73
HOMO-LUMO gap in Eh: 0.37104
Relative energy (zero: lowest compared OMol25 entry of this formula, charge and spin) in kJ/mol: 141.20



DFT (ωB97M-V/def2-TZVPD) results for one molecule with the formula C5H12N2 in a non-equilibrium geometry.

Last column: Mulliken charge in e.
Cartesian coordinates (Å):
C: 0.326 0.187 2.060  -1.73
C: 0.328 0.034 0.545  0.62
C: 0.762 1.035 -0.219  -0.12
N: 1.294 2.208 0.304  -0.48
C: -0.293 -1.255 0.044  -0.32
C: -0.451 -1.358 -1.459  -1.07
N: -1.569 -0.586 -2.035  -0.60
H: 1.351 0.290 2.426  0.34
H: -0.296 1.012 2.391  0.37
H: -0.070 -0.735 2.483  0.38
H: 0.790 0.945 -1.295  0.27
H: 1.760 2.873 -0.282  0.20
H: 0.855 2.570 1.136  0.16
H: 0.353 -2.074 0.389  0.32
H: -1.250 -1.389 0.557  0.37
H: -0.566 -2.377 -1.807  0.38
H: 0.465 -0.995 -1.929  0.36
H: -1.395 0.395 -1.833  0.30
H: -2.395 -0.780 -1.475  0.24

HOMO level in eV: -7.82
Largest force on an atom in eV/A: 1.05
HOMO-LUMO gap in Eh: 0.32421
Relative energy (zero: lowest compared OMol25 entry of this formula, charge and spin) in kJ/mol: 86.10



DFT (ωB97M-V/def2-TZVPD) results for a 2-piece molecular cluster, C5H12N2 overall in a non-equilibrium geometry.

Last column: Mulliken charge in e.
Cartesian coordinates (Å):
C: -0.030 -1.992 0.145  -0.62
C: 0.142 -0.885 0.905  -0.22
C: 1.674 -0.014 0.879  -0.56
N: 2.394 -0.320 -0.295  -0.43
H: -0.634 -2.821 0.493  0.22
H: 0.389 -2.090 -0.851  0.27
H: -0.241 -0.892 1.921  0.36
H: 1.467 1.052 0.973  0.46
H: 2.166 -0.377 1.780  0.27
H: 2.881 0.458 -0.725  0.19
H: 2.594 -1.316 -0.363  0.21
C: -2.299 1.859 0.095  -0.97
C: -1.453 0.937 -0.351  0.55
N: -1.280 0.433 -1.596  -0.48
H: -2.256 2.215 1.119  0.26
H: -3.041 2.321 -0.552  0.29
H: -0.551 0.516 0.493  -0.27
H: -0.422 -0.123 -1.692  0.23
H: -1.501 1.039 -2.377  0.24

HOMO level in eV: -7.88
Largest force on an atom in eV/A: 4.60
HOMO-LUMO gap in Eh: 0.32667
Relative energy (zero: lowest compared OMol25 entry of this formula, charge and spin) in kJ/mol: 402.53



DFT (ωB97M-V/def2-TZVPD) results for one molecule with the formula C5H12N2 in a non-equilibrium geometry.

Last column: Mulliken charge in e.
Cartesian coordinates (Å):
H: 3.353 1.839 -0.476  0.21
N: 3.096 1.079 -1.107  -0.72
C: 1.989 0.565 -0.758  0.28
N: 0.985 1.166 -0.009  -0.30
C: 0.387 0.421 1.139  -0.64
C: -1.112 0.270 0.962  -0.61
C: -1.563 -0.231 -0.424  -0.46
C: -1.278 -1.723 -0.670  -1.16
H: 1.734 -0.466 -1.026  0.24
H: 1.311 2.084 0.285  0.23
H: 0.729 0.839 2.081  0.33
H: 0.858 -0.565 1.046  0.32
H: -1.494 -0.505 1.620  0.31
H: -1.637 1.207 1.136  0.31
H: -2.653 -0.161 -0.438  0.32
H: -1.090 0.429 -1.151  0.37
H: -0.239 -1.993 -0.452  0.29
H: -1.949 -2.297 -0.036  0.36
H: -1.424 -1.959 -1.722  0.29

HOMO level in eV: -9.34
Largest force on an atom in eV/A: 2.05
HOMO-LUMO gap in Eh: 0.38028
Relative energy (zero: lowest compared OMol25 entry of this formula, charge and spin) in kJ/mol: 96.58



DFT (ωB97M-V/def2-TZVPD) results for one molecule with the formula C5H12N2 in a non-equilibrium geometry.

Last column: Mulliken charge in e.
Cartesian coordinates (Å):
C: -0.139 -2.142 1.839  -0.62
C: -1.142 -1.582 1.163  -0.30
C: -0.539 -1.565 -0.592  -0.83
C: 0.388 -0.360 -0.592  -0.31
N: -0.168 0.785 -1.318  -0.37
C: 0.551 2.010 -1.000  -0.63
N: 0.826 2.459 0.365  -0.58
H: -0.178 -2.145 2.921  0.26
H: 0.554 -2.839 1.369  0.23
H: -1.972 -1.128 1.693  0.31
H: -0.322 -2.614 -0.538  0.54
H: -1.574 -1.320 -0.849  0.19
H: 0.455 -0.129 0.471  0.30
H: 1.374 -0.581 -1.006  0.30
H: -1.150 0.904 -1.084  0.26
H: 1.559 1.812 -1.391  0.38
H: 0.166 2.828 -1.612  0.33
H: 0.097 2.188 1.017  0.24
H: 1.694 2.071 0.705  0.29

HOMO level in eV: -8.97
Largest force on an atom in eV/A: 6.18
HOMO-LUMO gap in Eh: 0.36959
Relative energy (zero: lowest compared OMol25 entry of this formula, charge and spin) in kJ/mol: 364.44



DFT (ωB97M-V/def2-TZVPD) results for one molecule with the formula C5H12N2O in a non-equilibrium geometry.

Last column: Mulliken charge in e.
Cartesian coordinates (Å):
C: 1.833 -1.621 -0.971  -0.96
N: 1.972 -0.912 0.318  -0.40
C: 1.589 0.474 0.017  -0.86
C: 0.210 0.981 0.565  -0.43
N: -1.032 0.705 -0.232  0.10
C: -1.971 1.896 -0.369  -0.84
C: -1.693 -0.527 -0.001  0.05
O: -1.008 -1.148 0.827  -0.57
H: 2.788 -1.491 -1.535  0.28
H: 1.576 -2.631 -0.863  0.40
H: 1.006 -1.307 -1.594  0.31
H: 1.364 -1.326 1.043  0.34
H: 1.614 0.560 -1.099  0.32
H: 2.329 1.132 0.405  0.39
H: 0.356 2.094 0.744  0.40
H: 0.204 0.404 1.560  0.26
H: -1.591 2.714 0.315  0.31
H: -2.214 2.251 -1.388  0.25
H: -3.025 1.516 0.152  0.29
H: -2.729 -0.499 -0.407  0.39

HOMO level in eV: -8.49
Largest force on an atom in eV/A: 6.24
HOMO-LUMO gap in Eh: 0.34126
Relative energy (zero: lowest compared OMol25 entry of this formula, charge and spin) in kJ/mol: 348.47



DFT (ωB97M-V/def2-TZVPD) results for C5H12N2O as an isolated structure in a non-equilibrium geometry.

Last column: Mulliken charge in e.
Cartesian coordinates (Å):
C: -0.265 -0.353 0.002  1.28
C: 0.603 0.873 -0.275  -0.69
C: 0.538 -1.659 0.054  -1.52
C: -2.302 -0.181 -1.486  -0.90
N: -0.855 -0.143 -1.391  -0.42
C: 2.047 1.398 2.002  -0.28
O: -1.039 -0.184 1.073  -0.90
N: 0.943 1.340 1.403  -0.33
H: -0.143 0.745 1.781  0.43
H: -0.382 -0.646 -2.130  0.25
H: 1.554 0.731 -0.787  0.33
H: 0.044 1.770 -0.514  0.35
H: 1.163 -1.808 -0.830  0.36
H: -0.171 -2.481 0.142  0.34
H: 1.183 -1.632 0.932  0.32
H: -2.649 0.507 -2.259  0.26
H: -2.717 0.115 -0.522  0.33
H: -2.665 -1.185 -1.734  0.27
H: 2.126 1.307 3.084  0.26
H: 2.988 1.487 1.455  0.25

HOMO level in eV: -7.85
Largest force on an atom in eV/A: 4.26
HOMO-LUMO gap in Eh: 0.30757
Relative energy (zero: lowest compared OMol25 entry of this formula, charge and spin) in kJ/mol: 475.11



DFT (ωB97M-V/def2-TZVPD) results for one molecule with the formula C5H12N2O in a non-equilibrium geometry.

Last column: Mulliken charge in e.
Cartesian coordinates (Å):
C: -1.906 1.867 0.297  -1.44
C: -1.083 0.865 -0.514  0.76
C: 0.174 0.400 0.266  -1.03
N: 0.923 -0.685 -0.400  -0.02
C: 0.637 -1.981 0.227  -1.04
C: 2.365 -0.450 -0.404  -1.02
N: -1.940 -0.281 -0.989  -0.09
O: -2.711 -0.708 -0.126  -0.31
H: -2.753 2.242 -0.288  0.39
H: -2.310 1.416 1.211  0.35
H: -1.295 2.726 0.593  0.38
H: -0.758 1.358 -1.439  0.21
H: -0.092 0.120 1.295  0.35
H: 0.815 1.287 0.370  0.44
H: 0.957 -2.795 -0.431  0.35
H: 1.147 -2.092 1.192  0.38
H: -0.434 -2.125 0.406  0.29
H: 2.786 -0.424 0.608  0.40
H: 2.876 -1.237 -0.970  0.31
H: 2.603 0.496 -0.903  0.33

HOMO level in eV: -8.71
Largest force on an atom in eV/A: 2.76
HOMO-LUMO gap in Eh: 0.31830
Relative energy (zero: lowest compared OMol25 entry of this formula, charge and spin) in kJ/mol: 391.06



DFT (ωB97M-V/def2-TZVPD) results for C5H12N2O as an isolated structure in a non-equilibrium geometry.

Last column: Mulliken charge in e.
Cartesian coordinates (Å):
C: 1.146 -0.539 2.510  -0.92
N: 0.828 -0.587 1.102  -0.06
O: 0.236 -1.820 0.847  -0.44
H: -0.304 -1.652 0.039  0.40
H: 1.570 -0.074 0.034  0.20
H: 0.213 -0.540 3.087  0.28
H: 1.744 -1.397 2.844  0.29
H: 1.678 0.391 2.705  0.31
C: -1.118 0.427 -1.026  1.27
N: -2.259 0.934 -0.406  -0.52
C: 0.094 1.179 -0.813  -0.17
C: -1.150 -0.777 -1.662  -1.54
C: 1.398 0.752 -1.108  -1.00
H: -2.255 1.919 -0.199  0.20
H: -3.142 0.602 -0.759  0.21
H: -0.009 2.059 -0.184  0.19
H: -2.077 -1.320 -1.785  0.31
H: -0.275 -1.178 -2.147  0.35
H: 1.521 0.096 -1.967  0.30
H: 2.161 1.523 -1.112  0.34

HOMO level (alpha / beta) in eV: -7.95 / -7.15
Largest force on an atom in eV/A: 1.17
HOMO-LUMO gap (alpha / beta) in Eh: 0.28594 / 0.25520
Relative energy (zero: lowest compared OMol25 entry of this formula, charge and spin) in kJ/mol: 614.37



What is the relative energy (zero: lowest compared OMol25 entry of this formula, charge and spin) in the eighth record?
364.44 kJ/mol



Please write out number 10 again, unchanged.
DFT (ωB97M-V/def2-TZVPD) results for C5H12N2O as an isolated structure in a non-equilibrium geometry.

Last column: Mulliken charge in e.
Cartesian coordinates (Å):
C: -0.265 -0.353 0.002  1.28
C: 0.603 0.873 -0.275  -0.69
C: 0.538 -1.659 0.054  -1.52
C: -2.302 -0.181 -1.486  -0.90
N: -0.855 -0.143 -1.391  -0.42
C: 2.047 1.398 2.002  -0.28
O: -1.039 -0.184 1.073  -0.90
N: 0.943 1.340 1.403  -0.33
H: -0.143 0.745 1.781  0.43
H: -0.382 -0.646 -2.130  0.25
H: 1.554 0.731 -0.787  0.33
H: 0.044 1.770 -0.514  0.35
H: 1.163 -1.808 -0.830  0.36
H: -0.171 -2.481 0.142  0.34
H: 1.183 -1.632 0.932  0.32
H: -2.649 0.507 -2.259  0.26
H: -2.717 0.115 -0.522  0.33
H: -2.665 -1.185 -1.734  0.27
H: 2.126 1.307 3.084  0.26
H: 2.988 1.487 1.455  0.25

HOMO level in eV: -7.85
Largest force on an atom in eV/A: 4.26
HOMO-LUMO gap in Eh: 0.30757
Relative energy (zero: lowest compared OMol25 entry of this formula, charge and spin) in kJ/mol: 475.11